No. 1
The following is a quantum chemistry calculation of a molecular structure, C4H7IN2 at a distorted geometry, from the Open Molecules 2025 dataset.

Results
**Net charge**: 0
**Largest force on an atom**: 3.7 eV/A
**HOMO energy**: -8.7 eV
**Relative energy (zero: lowest compared OMol25 entry of this formula, charge and spin)**: 309.80 kJ/mol
**Kohn-Sham gap**: 9.28 eV
**Spin multiplicity**: 1

Last column: Löwdin charge in e.
Cartesian coordinates (Å):
C  0.0845  0.2123  0.1154  -0.24
C  1.3542  0.5023  0.0177  -0.68
C  -1.8245  -1.3798  -0.2650  -0.11
C  -0.4148  -1.1971  0.2772  -0.30
N  1.3481  3.0299  0.1321  -0.01
N  2.0922  2.2186  -0.3446  -0.03
I  3.0030  -0.7638  0.0466  0.81
H  -0.6520  1.0027  0.0861  0.10
H  -1.8983  -0.9967  -1.2804  0.07
H  -2.5495  -0.8600  0.3566  0.07
H  -2.0794  -2.4368  -0.2795  0.07
H  0.2721  -1.8730  -0.2412  0.07
H  -0.3863  -1.4658  1.3382  0.12
H  1.6506  4.0073  0.0409  0.07

=====

No. 2
The following is a quantum chemistry calculation of C16H29N3O5S in the gas phase at a distorted geometry, from the Open Molecules 2025 dataset.

Results
**Net charge**: 0
**Largest force on an atom**: 1.2 eV/A
**Structure (SMILES)**: CCCS(=O)(=O)N1CCC(C(=O)N2CCN(C(=O)OCC)CC2)CC1
**HOMO energy**: -8.8 eV
**Relative energy (zero: lowest compared OMol25 entry of this formula, charge and spin)**: 16.50 kJ/mol
**Kohn-Sham gap**: 9.45 eV
**Spin multiplicity**: 1

Last column: Löwdin charge in e.
Cartesian coordinates (Å):
C  -6.7403  -3.0237  -0.2434  -0.10
C  -5.4524  -2.3168  -0.6520  -0.29
C  -5.1465  -1.1236  0.2337  -0.24
S  -3.6070  -0.3587  -0.3441  0.65
O  -3.8218  0.1606  -1.6620  -0.27
O  -2.5422  -1.3123  -0.1650  -0.30
N  -3.4592  0.9104  0.7519  -0.25
C  -2.4693  0.7181  1.7915  -0.19
C  -1.1352  1.4017  1.4486  -0.10
C  -1.0249  1.5337  -0.0757  -0.23
C  0.3656  2.0306  -0.4427  -0.41
O  0.6115  3.2188  -0.5499  0.06
N  1.3272  1.0948  -0.6335  -0.04
C  1.2488  -0.3354  -0.4294  -0.10
C  2.1821  -0.7414  0.7204  -0.10
N  3.5247  -0.2731  0.4605  -0.04
C  4.5124  -1.1656  0.2092  -0.54
O  4.3835  -2.3631  0.3133  0.09
O  5.6704  -0.5627  -0.1364  -0.01
C  6.7710  -1.4447  -0.3575  -0.23
C  8.0144  -0.6044  -0.5800  -0.07
C  3.6158  1.1482  0.2139  -0.10
C  2.6777  1.5300  -0.9354  -0.10
C  -2.0959  2.5176  -0.5584  -0.12
C  -3.4246  2.2363  0.1634  -0.18
H  -6.6692  -3.3876  0.7789  0.07
H  -6.9279  -3.8707  -0.8977  0.07
H  -7.5866  -2.3440  -0.3089  0.07
H  -5.5269  -1.9662  -1.6828  0.11
H  -4.6101  -3.0087  -0.5969  0.11
H  -5.9091  -0.3532  0.1702  0.11
H  -4.9807  -1.4074  1.2688  0.11
H  -2.3285  -0.3588  1.8872  0.11
H  -2.8757  1.1066  2.7317  0.12
H  -1.0909  2.4016  1.8845  0.13
H  -0.3092  0.8173  1.8539  0.11
H  -1.2175  0.5656  -0.5390  0.10
H  0.2358  -0.6653  -0.2115  0.11
H  1.5847  -0.8331  -1.3471  0.14
H  2.2163  -1.8269  0.8204  0.13
H  1.8321  -0.2983  1.6597  0.12
H  6.5539  -2.0723  -1.2295  0.13
H  6.8815  -2.1010  0.5125  0.13
H  8.8663  -1.2547  -0.7548  0.08
H  8.2105  0.0127  0.2928  0.08
H  7.8792  0.0447  -1.4410  0.08
H  4.6446  1.4081  -0.0268  0.13
H  3.3099  1.6808  1.1218  0.14
H  2.6580  2.6119  -1.0726  0.12
H  3.0107  1.0465  -1.8600  0.14
H  -1.7580  3.5364  -0.3628  0.12
H  -2.2264  2.3979  -1.6335  0.12
H  -4.2586  2.2954  -0.5345  0.11
H  -3.5937  2.9474  0.9763  0.13

=====

No. 3
The following is a quantum chemistry calculation of 8 unconnected molecules or ions with the total composition C42H96N4O11 at a distorted geometry, from the Open Molecules 2025 dataset.

Results
**Net charge**: 0
**Largest force on an atom**: 4.0 eV/A
**Structure (SMILES)**: CC1(C)CCCC(C)(C)N1O.CC1(C)CCCC(C)(C)N1O.CC1(C)CCCC(C)(C)N1O.CC1(C)CCCC(C)(C)N1O.OCCO.OCCO.OCCO.O
**HOMO energy**: -7.7 eV
**Relative energy (zero: lowest compared OMol25 entry of this formula, charge and spin)**: 0.00 kJ/mol
**Kohn-Sham gap**: 7.73 eV
**Spin multiplicity**: 1

Last column: Löwdin charge in e.
Cartesian coordinates (Å):
C  -20.2225  -6.4349  -7.7825  -0.02
C  -21.2627  -5.3540  -7.4836  -0.48
C  -20.7702  -4.0381  -6.8747  -0.03
C  -22.0256  -5.0276  -8.7474  -0.14
C  -23.2540  -5.8536  -9.0887  -0.14
C  -24.1447  -6.2646  -7.8238  -0.12
C  -23.3334  -6.7051  -6.6332  -0.51
C  -24.2409  -6.6264  -5.3636  -0.03
C  -22.7744  -8.1035  -6.8872  -0.03
N  -22.2753  -5.6891  -6.4411  -0.15
O  -21.6883  -6.0481  -5.2608  -0.04
H  -20.5651  -7.3687  -8.2284  0.06
H  -19.4406  -6.1098  -8.4688  0.08
H  -19.7451  -6.9172  -6.9295  0.08
H  -20.3238  -3.4616  -7.6849  0.08
H  -21.5573  -3.3892  -6.4907  0.10
H  -19.9659  -4.3245  -6.1970  0.08
H  -22.2764  -3.9684  -8.8043  0.12
H  -21.4033  -5.0606  -9.6417  0.10
H  -23.9882  -5.3831  -9.7426  0.07
H  -23.0207  -6.7083  -9.7236  0.09
H  -25.0155  -6.8692  -8.0775  0.12
H  -24.6405  -5.3231  -7.5876  0.11
H  -24.5226  -5.5734  -5.3526  0.08
H  -23.6948  -6.8236  -4.4412  0.08
H  -25.1744  -7.1872  -5.3170  0.08
H  -21.8639  -8.3642  -6.3477  0.08
H  -22.5757  -8.2979  -7.9411  0.07
H  -23.5543  -8.7889  -6.5553  0.08
H  -22.0544  -5.3936  -4.6615  0.11
C  -20.2110  1.3508  -8.9279  -0.03
C  -20.3798  2.1537  -10.2146  -0.48
C  -19.4347  1.6408  -11.3577  0.00
C  -21.8851  1.9580  -10.6826  -0.11
C  -22.3067  3.0092  -11.7508  -0.16
C  -22.0695  4.4347  -11.2104  -0.17
C  -20.6560  4.6765  -10.9132  -0.51
C  -19.8634  4.9029  -12.2326  -0.03
C  -20.5751  5.9075  -10.0028  -0.04
N  -20.2062  3.5722  -10.0326  -0.14
O  -19.0068  3.8829  -9.4177  -0.02
H  -20.9471  1.6182  -8.1697  0.08
H  -20.2920  0.2702  -9.0451  0.07
H  -19.2467  1.5539  -8.4621  0.08
H  -18.4075  1.8746  -11.0778  0.09
H  -19.6904  0.5964  -11.5367  0.05
H  -19.6170  2.1782  -12.2883  0.06
H  -22.0508  0.9532  -11.0711  0.10
H  -22.5416  2.0067  -9.8138  0.11
H  -21.7842  2.7991  -12.6841  0.10
H  -23.3786  2.9464  -11.9380  0.11
H  -22.6936  4.4900  -10.3186  0.13
H  -22.4221  5.1464  -11.9569  0.13
H  -20.0056  4.1928  -13.0472  0.06
H  -18.7853  4.8049  -12.1053  0.08
H  -20.0138  5.8239  -12.7958  0.08
H  -20.9479  5.6230  -9.0188  0.09
H  -21.1291  6.8311  -10.1704  0.09
H  -19.5245  6.1960  -9.9673  0.08
H  -19.3668  4.1310  -8.5630  0.10
C  -26.1877  -2.2695  -12.5692  -0.04
C  -25.0090  -3.2258  -12.8227  -0.46
C  -23.7354  -2.6087  -12.1669  -0.01
C  -25.3558  -4.5747  -12.1549  -0.11
C  -24.4053  -5.8187  -12.5549  -0.14
C  -24.5749  -5.9546  -14.0766  -0.17
C  -24.2283  -4.7330  -14.8663  -0.43
C  -22.6851  -4.5747  -14.9600  -0.02
C  -24.7664  -4.9420  -16.3803  -0.01
N  -24.8535  -3.4395  -14.2974  -0.13
O  -24.6813  -2.3312  -15.0472  -0.01
H  -26.1780  -1.8627  -11.5580  0.08
H  -26.2841  -1.4189  -13.2440  0.08
H  -27.1458  -2.7663  -12.7218  0.08
H  -24.0618  -1.8197  -11.4894  0.08
H  -23.3105  -3.4744  -11.6587  0.06
H  -23.1693  -1.9604  -12.8358  0.07
H  -25.3791  -4.4976  -11.0679  0.10
H  -26.3829  -4.9223  -12.2660  0.11
H  -23.3790  -5.7397  -12.1963  0.08
H  -24.7888  -6.7494  -12.1368  0.11
H  -25.6036  -6.2255  -14.3146  0.12
H  -23.8382  -6.6603  -14.4605  0.11
H  -22.5456  -3.6052  -15.4381  0.06
H  -22.3930  -5.2868  -15.7318  0.08
H  -22.0743  -4.5199  -14.0589  0.07
H  -25.8448  -4.8121  -16.4717  0.08
H  -24.5996  -5.9213  -16.8287  0.08
H  -24.2842  -4.2027  -17.0199  0.05
H  -23.7848  -2.0050  -14.9403  0.08
C  -18.8074  -6.4781  -14.1324  -0.03
C  -19.5282  -7.6325  -13.4573  -0.51
C  -20.5255  -7.0642  -12.4724  -0.05
C  -20.3819  -8.3497  -14.5532  -0.13
C  -19.5533  -9.2874  -15.4586  -0.17
C  -18.6363  -10.2258  -14.5784  -0.14
C  -17.7373  -9.5461  -13.5295  -0.44
C  -17.3152  -10.6610  -12.4941  -0.03
C  -16.5700  -8.8068  -14.2622  -0.02
N  -18.6983  -8.6214  -12.7724  -0.10
O  -18.0509  -8.0144  -11.6513  -0.02
H  -18.7823  -6.4463  -15.2217  0.08
H  -19.1470  -5.4857  -13.8359  0.06
H  -17.7272  -6.4377  -13.9921  0.07
H  -21.0191  -7.8026  -11.8407  0.09
H  -20.0281  -6.4935  -11.6882  0.07
H  -21.2220  -6.4282  -13.0188  0.06
H  -21.0717  -8.9817  -13.9939  0.12
H  -20.9054  -7.6366  -15.1900  0.11
H  -20.2542  -9.8508  -16.0746  0.10
H  -18.9197  -8.7568  -16.1693  0.09
H  -18.0718  -10.8254  -15.2926  0.12
H  -19.4004  -10.7713  -14.0246  0.11
H  -16.7629  -11.5311  -12.8490  0.08
H  -18.1302  -11.0680  -11.8957  0.08
H  -16.6115  -10.1692  -11.8224  0.07
H  -16.9883  -8.4051  -15.1851  0.07
H  -15.7233  -9.4898  -14.3314  0.08
H  -16.1599  -7.9636  -13.7064  0.07
H  -18.5544  -8.4617  -10.9672  0.10
O  -20.5645  -1.3724  -13.2482  -0.08
C  -19.5826  -2.2545  -12.7605  -0.25
C  -20.1884  -2.8914  -11.5301  -0.20
O  -20.3824  -1.7983  -10.5794  -0.09
H  -20.3524  -1.1228  -14.1506  0.03
H  -19.4210  -3.0319  -13.5073  0.11
H  -18.5765  -1.8654  -12.6040  0.12
H  -19.5014  -3.6037  -11.0733  0.12
H  -21.1272  -3.4275  -11.6684  0.08
H  -20.7788  -1.1139  -11.1236  0.03
O  -15.4891  -1.2582  -14.1139  -0.08
C  -14.9920  -1.8998  -15.2927  -0.21
C  -15.5128  -1.1574  -16.5930  -0.18
O  -16.5226  -1.9875  -17.2291  -0.10
H  -15.9998  -1.8224  -13.5286  0.07
H  -13.9020  -1.9043  -15.2864  0.10
H  -15.1360  -2.9770  -15.2086  0.12
H  -14.7599  -1.1947  -17.3804  0.11
H  -15.8392  -0.1388  -16.3837  0.11
H  -16.3814  -1.8828  -18.1729  0.07
O  -21.4633  -1.1675  -16.9711  -0.07
C  -21.5736  -1.3402  -18.3753  -0.24
C  -22.9322  -1.8523  -18.7732  -0.18
O  -23.9936  -0.9191  -18.3150  -0.08
H  -20.8759  -0.4090  -16.9361  0.05
H  -21.4338  -0.3518  -18.8129  0.12
H  -20.7392  -1.9528  -18.7168  0.12
H  -23.1103  -2.8641  -18.4091  0.10
H  -23.2239  -1.8407  -19.8234  0.12
H  -23.8874  -0.7594  -17.3743  0.06
O  -19.2943  -0.3604  -15.3758  -0.02
H  -18.4475  -0.1003  -15.0132  0.06
H  -19.1871  -0.2725  -16.3229  0.05